The following is a quantum chemistry calculation of C5H8O as an isolated structure, from the OMol25 dataset.

The HOMO energy is -0.3205 Eh. As for the energy above the lowest of the compared OMol25 structures with the same formula, charge and spin: 111.3 kcal/mol. The calculation puts the total energy at -7357.430 eV.

Positions of all 14 atoms, in Å:
O (1.086946, 0.740696, -1.642992)
C (1.001168, 1.017914, -0.336178)
C (-0.601529, 0.776553, 0.131609)
C (-1.111992, -0.657560, -0.163878)
C (0.236851, -1.288662, 0.235919)
C (0.719336, 0.072669, 0.719929)
H (-0.133755, 0.993667, -1.163550)
H (1.304563, 2.012098, 0.027621)
H (-1.162442, 1.531580, 0.674997)
H (-1.467605, -0.842710, -1.181550)
H (-1.902742, -0.922149, 0.542180)
H (0.166159, -2.047497, 1.016662)
H (0.831118, -1.662262, -0.600376)
H (1.033924, 0.275662, 1.739608)

Cartesian forces (eV/Å) of the 2 atoms listed first:
O 0.12 -0.03 -0.12
C 0.12 0.17 0.31